w | 17
Properties=species:S:1:pos:R:3 method="wB97M-V/def2-TZVPD" orbital_gap_ev=9.60 e_lumo_ev=-4.4131 total_charge=+1 e_homo_ev=-14.02
C 0.63 -1.24 0.00
C 1.53 -0.27 -0.01
C -0.42 0.66 0.01
C 2.85 0.25 0.01
C -1.26 1.82 0.01
C -1.91 -1.32 0.00
N -0.65 -0.62 0.01
H 0.76 -2.31 0.00
H 3.05 0.79 0.94
H 3.02 0.94 -0.83
H 3.57 -0.57 -0.08
H -0.71 2.70 0.33
H -2.14 1.69 0.64
H -1.61 2.01 -1.01
H -1.86 -2.17 0.67
H -2.12 -1.68 -1.01
H -2.72 -0.66 0.31

***

x | 17
Properties=species:S:1:pos:R:3 method="wB97M-V/def2-TZVPD" smiles="C[C@H]1C[N@@H+]1C1C=C1" orbital_gap_ev=12.12 e_lumo_ev=-2.7248 total_charge=+1 e_homo_ev=-14.85
C 1.46 0.77 -0.03
C 2.26 -0.17 0.79
C -0.40 -1.15 -0.34
C 2.79 0.11 -0.38
C -1.09 -0.07 0.45
C -2.50 0.47 0.14
N 0.06 0.25 -0.52
H 1.55 1.76 0.22
H 2.19 -0.64 1.75
H 0.34 -1.91 0.00
H -0.85 -1.68 -1.10
H 3.51 -0.05 -1.19
H -0.63 -0.05 1.36
H -2.92 -0.24 -0.61
H -2.48 1.60 -0.15
H -2.99 0.32 1.03
H -0.28 0.69 -1.42

***

y | 17
Properties=species:S:1:pos:R:3 method="wB97M-V/def2-TZVPD" smiles=CC#C[N+]1(C)CC1 orbital_gap_ev=10.69 e_lumo_ev=-3.7676 total_charge=+1 e_homo_ev=-14.46
C 0.98 -1.05 1.26
C 0.36 -0.49 0.38
C -1.47 -0.02 -1.37
C -1.78 0.99 -0.35
C 1.60 -1.88 2.16
C 0.58 1.48 -1.14
N -0.43 0.60 -0.65
H -1.73 -1.13 -1.32
H -1.50 0.35 -2.44
H -2.01 2.01 -0.69
H -2.29 0.67 0.66
H 1.56 -1.55 3.17
H 1.10 -2.89 2.29
H 2.59 -2.22 2.06
H 0.19 2.36 -1.51
H 1.36 1.82 -0.49
H 0.89 0.96 -2.03

***

z | 17
Properties=species:S:1:pos:R:3 method="wB97M-V/def2-TZVPD" orbital_gap_ev=9.10 e_lumo_ev=-5.5207 total_charge=+1 e_homo_ev=-14.62
C 2.76 -0.35 -0.02
C 2.27 0.79 0.02
C 1.68 -1.23 -0.15
C 0.95 1.41 0.00
C -0.50 -0.11 1.26
C -0.76 0.04 -1.14
N 0.15 0.15 -0.02
H 1.52 -1.66 -1.13
H 1.43 -1.84 0.70
H 0.75 2.02 0.88
H 0.79 2.00 -0.91
H -1.29 0.61 1.46
H -0.95 -1.11 1.23
H 0.23 -0.08 2.06
H -1.56 0.78 -1.09
H -0.23 0.17 -2.08
H -1.23 -0.95 -1.13

***

Energies relative to the minimum, hartree: w 0.0000; x 0.0062; y 0.0569; z 0.0550

***

w | 58
Properties=species:S:1:pos:R:3 method="wB97M-V/def2-TZVPD" orbital_gap_ev=9.69 e_lumo_ev=-0.0946 e_homo_ev=-9.79
C -1.71 -0.41 3.37
N -0.96 -1.29 2.40
C 0.48 -1.01 2.57
C 1.09 -0.11 1.48
C 0.06 -0.25 0.36
C -1.25 -0.97 0.97
C -1.51 -2.37 0.41
O -1.00 -2.76 -0.60
H -1.23 0.52 3.65
H -1.64 -0.97 4.30
H -2.78 -0.39 3.21
H 1.07 -2.01 2.43
H 0.96 -0.82 3.58
H 2.02 -0.57 1.19
H 1.19 0.93 1.79
H 0.39 -0.97 -0.37
H -0.42 0.74 0.05
H -2.19 -0.40 0.71
H -2.07 -3.01 1.12
H -0.38 1.00 -2.53
H 0.58 2.07 -3.16
O 0.26 1.71 -2.31
H -2.18 2.78 -0.80
H -0.90 3.33 -1.44
O -1.27 3.15 -0.58
H -0.13 -3.89 2.32
H -1.10 -3.63 3.41
O -0.41 -4.25 3.16
H -2.50 1.68 -2.50
H -3.36 0.82 -1.65
O -3.10 1.76 -1.73
H 0.53 3.03 0.50
H 1.52 4.09 0.00
O 1.47 3.32 0.57
H -3.07 1.17 1.42
H -4.60 0.82 1.59
O -3.73 0.48 1.36
H 2.53 1.87 -3.07
H 2.23 0.41 -3.31
O 2.13 1.27 -3.73
H 2.24 2.22 -0.61
H 2.46 1.13 -1.51
O 2.97 1.90 -1.22
H -3.06 -1.00 -1.06
H -2.76 -1.42 -2.42
O -3.47 -0.93 -1.93
H -0.35 -1.36 -2.28
H -0.79 -1.02 -3.76
O -0.91 -0.72 -2.83
H 1.43 -2.61 -0.88
H 1.55 -3.44 -2.42
O 1.63 -2.74 -1.79
H 5.24 0.34 0.46
H 4.22 0.95 -0.33
O 4.98 0.33 -0.47
H 3.02 0.82 2.67
H 2.85 2.41 2.39
O 3.34 1.71 2.82

***

x | 58
Properties=species:S:1:pos:R:3 method="wB97M-V/def2-TZVPD" orbital_gap_ev=8.53 e_lumo_ev=0.0457 e_homo_ev=-8.48
O 0.28 1.70 2.46
C 0.53 2.13 1.40
C 1.75 1.84 0.39
C 1.05 1.20 -0.90
C 0.14 0.14 -0.58
C 0.44 -1.09 -0.99
N -0.45 -2.25 -0.75
C 0.09 -3.56 -0.82
H -0.18 2.86 0.89
H 2.44 1.05 0.95
H 2.34 2.69 0.07
H 1.74 1.00 -1.69
H 0.52 2.07 -1.31
H -0.91 0.26 -0.19
H 1.38 -1.38 -1.50
H -1.06 -2.00 0.00
H 0.37 -3.92 -1.81
H -0.64 -4.30 -0.59
H 1.14 -3.50 -0.18
H -3.04 2.86 1.90
H -1.96 2.34 2.86
O -2.77 2.36 2.53
H -1.57 0.85 -3.71
H -2.68 0.78 -2.72
O -2.52 1.26 -3.56
H -3.65 0.79 2.68
H -3.21 -0.38 1.89
O -4.10 0.02 2.17
H -2.83 -1.29 -3.91
H -2.02 -2.03 -2.87
O -2.97 -1.88 -3.14
H 3.52 -0.81 -2.85
H 4.00 -0.42 -1.55
O 3.88 -0.06 -2.41
H 4.48 -2.70 -0.73
H 4.10 -1.90 0.63
O 4.01 -1.92 -0.38
H 1.66 0.69 3.69
H 2.72 -0.02 4.54
O 2.39 0.14 3.56
H -4.00 1.02 0.86
H -4.19 1.33 -0.72
O -4.40 1.70 0.17
H 3.14 -3.47 1.27
H 2.09 -4.68 1.46
O 2.91 -4.35 0.99
H 1.98 -1.41 2.92
H 1.82 -1.56 1.48
O 2.14 -2.07 2.26
H 3.64 2.38 -1.83
H 4.04 2.88 -0.59
O 3.59 3.11 -1.33
H -4.51 -1.06 -0.48
H -3.03 -1.49 -0.92
O -3.60 -0.92 -0.34
H -2.35 3.41 -1.49
H -2.40 2.57 -0.26
O -1.80 3.19 -0.71

***

Energies relative to the minimum, hartree: w 0.0000; x 0.0383

***

w | 13
Properties=species:S:1:pos:R:3 method="wB97M-V/def2-TZVPD" smiles="O=C1CC[C@H]2S[C@H]12" orbital_gap_ev=9.73 e_lumo_ev=0.4923 e_homo_ev=-9.24
C -0.64 -1.22 0.04
C -1.13 0.28 0.04
C 0.14 1.20 -0.01
C 1.10 0.11 -0.51
C 0.80 -1.00 0.46
H -1.74 0.48 0.91
H -1.73 0.42 -0.84
H 0.42 1.60 0.95
H 0.04 2.01 -0.72
H 0.79 -0.16 -1.50
H 0.76 -0.63 1.49
O -1.31 -2.17 -0.25
S 2.51 -0.92 -0.06

***

x | 13
Properties=species:S:1:pos:R:3 method="wB97M-V/def2-TZVPD" orbital_gap_ev="7.70 / 7.70" e_lumo_ev="-0.9234 / -0.9229" e_homo_ev="-8.62 / -8.62"
C 0.65 -1.33 0.60
C -0.51 -0.65 0.68
C 1.99 -0.82 0.04
C -0.40 0.63 0.08
C -1.53 1.30 -0.57
O 2.25 -0.78 -1.12
S 1.07 1.41 -0.03
H 0.80 -2.33 0.80
H -1.52 -1.08 0.83
H 2.72 -0.62 0.89
H -1.35 1.27 -1.61
H -1.77 2.31 -0.22
H -2.39 0.68 -0.38

***

y | 13
Properties=species:S:1:pos:R:3 method="wB97M-V/def2-TZVPD" orbital_gap_ev=9.96 e_lumo_ev=0.9505 e_homo_ev=-9.01
C 0.75 0.29 -0.60
C -0.76 -0.36 -0.59
C 0.48 -0.37 0.78
C -0.48 0.70 1.34
C -1.41 0.62 0.35
H 1.59 -1.67 -1.37
H 0.66 1.45 -0.65
H -1.11 -0.80 -1.56
H 1.37 -0.64 1.44
H -0.36 1.25 2.30
H -2.34 1.30 0.15
O -0.27 -1.38 0.25
S 1.87 -0.40 -1.84

***

Energies relative to the minimum, hartree: w 0.0051; x 0.0000; y 0.0328